This record from OMol25 describes a cluster of 4 separate species, C8H24O8 in total. The level of theory is the ωB97M-V functional and the def2-TZVPD basis.

Last column: Löwdin charge in e.
Atoms and positions in Å:
1 O 0.89 -3.72 1.45  -0.07
2 O 0.48 -1.16 -0.17  -0.07
3 O -2.69 3.49 -0.90  -0.08
4 O 2.29 1.71 -0.70  -0.09
5 O 3.77 -0.59 -3.09  -0.05
6 O -0.88 1.37 -1.00  -0.08
7 O -0.80 -5.90 1.89  -0.06
8 O -4.45 5.90 -0.25  -0.07
9 C -0.24 -0.25 0.68  -0.24
10 C 0.59 -6.12 1.69  -0.25
11 C -2.91 4.05 0.38  -0.27
12 C -3.16 5.54 0.25  -0.25
13 C 3.45 -0.01 -1.85  -0.26
14 C -1.36 0.41 -0.07  -0.22
15 C 2.74 1.30 -2.01  -0.23
16 C 1.34 -4.88 2.12  -0.24
17 H -2.02 0.90 0.65  0.12
18 H 2.72 -0.64 -1.30  0.11
19 H -4.49 5.56 -1.15  0.08
20 H -0.62 -0.82 1.53  0.12
21 H -1.32 -5.96 1.10  0.09
22 H 0.79 -6.39 0.64  0.12
23 H 1.85 2.57 -0.77  0.09
24 H 2.41 -4.89 1.92  0.12
25 H -3.07 6.05 1.21  0.12
26 H 1.92 1.28 -2.73  0.12
27 H -0.06 -3.62 1.50  0.09
28 H -2.43 5.92 -0.48  0.12
29 H -1.98 2.82 -0.87  0.04
30 H 0.86 -7.06 2.18  0.12
31 H 3.47 2.07 -2.30  0.12
32 H 3.76 -1.54 -3.07  0.08
33 H -2.02 3.97 1.02  0.12
34 H 4.34 0.12 -1.22  0.12
35 H 1.19 -4.82 3.21  0.12
36 H 0.06 1.29 -1.22  0.07
37 H -3.79 3.58 0.83  0.12
38 H -1.99 -0.28 -0.64  0.13
39 H 0.95 -1.75 0.43  0.05
40 H 0.42 0.51 1.12  0.12

Results
* 2S+1: 1
* maximum force: 1.75 eV/Å
* LUMO energy: 0.427 eV
* highest occupied orbital energy: -9.688 eV

---

This record from OMol25 describes a structure of composition C8H26AgFO8. The level of theory is the ωB97M-V functional and the def2-TZVPD basis.

Last column: Löwdin charge in e.
Atoms and positions in Å:
1 Ag -30.16 -3.56 -7.98  0.86
2 F -29.50 -2.74 -5.73  -0.47
3 O -31.17 -0.16 -5.64  -0.06
4 O -29.67 0.96 -8.14  -0.10
5 O -28.00 -4.89 -6.22  -0.19
6 O -29.16 -4.39 -3.04  -0.07
7 O -27.76 -0.50 -6.62  -0.06
8 O -32.18 -3.27 -4.89  -0.15
9 O -27.91 -2.88 -8.43  -0.17
10 O -28.26 -1.37 -3.47  -0.07
11 C -27.01 -0.74 -7.74  -0.27
12 C -28.72 -2.09 -2.32  -0.25
13 C -32.73 -2.44 -3.88  -0.16
14 C -28.27 -3.52 -2.32  -0.25
15 C -27.80 -1.45 -8.82  -0.15
16 C -31.71 0.41 -6.80  -0.26
17 C -26.76 -4.87 -5.51  -0.15
18 C -30.82 1.46 -7.42  -0.22
19 H -26.68 0.23 -8.14  0.14
20 H -31.35 2.12 -8.10  0.12
21 H -27.08 -3.35 -8.57  0.09
22 H -31.81 -0.40 -7.55  0.12
23 H -26.10 -5.52 -6.09  0.08
24 H -28.26 -1.30 -6.33  0.07
25 H -32.91 -1.39 -4.11  0.06
26 H -32.02 -2.42 -3.04  0.07
27 H -28.24 -3.84 -1.27  0.12
28 H -29.79 -2.01 -2.13  0.11
29 H -29.04 0.53 -7.52  0.04
30 H -30.48 -0.79 -5.88  0.04
31 H -28.82 -1.67 -4.21  0.03
32 H -27.23 -3.61 -2.67  0.11
33 H -28.17 -1.58 -1.52  0.12
34 H -30.41 2.08 -6.60  0.13
35 H -31.21 -3.20 -4.94  0.01
36 H -26.04 -1.26 -7.62  0.13
37 H -27.25 -1.44 -9.77  0.13
38 H -26.27 -3.89 -5.50  0.08
39 H -28.84 -1.15 -8.88  0.10
40 H -28.51 -4.07 -5.98  -0.01
41 H -29.23 -4.05 -3.95  0.04
42 H -33.66 -2.89 -3.52  0.08
43 H -32.70 0.79 -6.59  0.12
44 H -26.87 -5.30 -4.52  0.07

Results
* 2S+1: 1
* maximum force: 2.32 eV/Å
* LUMO energy: -1.911 eV
* highest occupied orbital energy: -9.525 eV

---

This record from OMol25 describes a structure of composition C8H26AgKN10O9. The level of theory is the ωB97M-V functional and the def2-TZVPD basis.

Last column: Löwdin charge in e.
Atoms and positions in Å:
1 Ag 0.67 -0.92 3.62  0.93
2 K 2.62 -1.34 -1.43  0.89
3 O 0.36 0.03 -0.18  -0.01
4 O 1.08 -1.31 1.37  0.01
5 O -2.62 3.94 1.93  0.10
6 O -0.57 -0.22 1.81  0.06
7 O -2.79 1.16 -3.52  0.02
8 O 1.45 2.04 -1.76  -0.12
9 O -3.62 -3.81 0.21  0.09
10 O 1.90 1.13 3.74  -0.02
11 O 2.14 -5.87 -0.03  0.05
12 N -2.71 -1.92 -0.38  0.18
13 N -1.34 -0.38 -2.84  0.17
14 N -1.10 2.76 0.87  0.19
15 N -2.74 1.77 1.88  0.18
16 N 2.55 -3.78 0.73  0.13
17 N -2.04 1.01 -1.39  0.18
18 N -2.33 -2.64 1.66  0.17
19 N 2.58 1.26 1.69  0.21
20 N 2.68 3.04 3.03  0.22
21 N 0.47 -4.56 0.72  0.18
22 C -2.09 0.64 -2.63  -0.79
23 C -2.19 2.91 1.56  -0.83
24 C 1.75 -4.81 0.47  -0.74
25 C -2.92 -2.88 0.49  -0.78
26 C 1.05 2.00 -3.11  -0.27
27 C 0.28 -0.46 0.97  -0.98
28 C 2.12 2.58 -4.18  -0.04
29 C 2.37 1.80 2.84  -0.77
30 H -2.15 0.95 1.89  0.06
31 H 2.45 3.42 3.94  0.14
32 H -1.35 0.56 -0.81  0.03
33 H 3.44 -3.93 0.28  0.11
34 H 1.04 0.94 -3.35  0.08
35 H 0.28 -3.67 1.17  0.07
36 H -3.37 -2.05 -1.13  0.14
37 H -2.55 1.77 -0.96  0.13
38 H 2.36 0.28 1.78  0.08
39 H -1.82 -1.77 1.70  0.05
40 H 1.84 2.43 -5.22  0.07
41 H 2.30 3.65 -4.21  0.06
42 H 3.16 1.61 0.95  0.14
43 H 0.04 2.40 -3.22  0.11
44 H -0.16 -5.33 0.56  0.13
45 H -2.35 -1.07 0.04  0.07
46 H 2.23 -2.90 1.11  0.05
47 H -1.04 -0.81 -1.98  0.08
48 H -1.28 -0.71 -3.79  0.14
49 H 0.85 1.59 -1.17  0.01
50 H -2.14 -3.37 2.33  0.12
51 H 3.11 2.16 -4.00  0.06
52 H -0.51 3.54 0.64  0.14
53 H -0.92 1.79 0.62  0.04
54 H 3.05 3.53 2.23  0.13
55 H -3.54 1.81 2.50  0.13

Results
* <S²>: 0.759
* 2S+1: 2
* maximum force: 6.97 eV/Å
* net charge: +1
* LUMO energy (alpha / beta): -4.934 / -8.255 eV
* highest occupied orbital energy (alpha / beta): -11.820 / -11.803 eV

---

This record from OMol25 describes a cluster of 6 separate species, C8H26F3N7O8S in total. The level of theory is the ωB97M-V functional and the def2-TZVPD basis.

Last column: Löwdin charge in e.
Atoms and positions in Å:
1 S -3.55 0.92 -0.57  0.50
2 F -5.44 -0.88 -0.23  0.12
3 F -4.69 -0.09 1.63  0.06
4 F -6.03 1.11 0.40  0.16
5 O -3.75 2.34 -0.62  -0.30
6 O 1.73 1.98 -0.23  0.01
7 O 0.45 1.14 3.93  -0.02
8 O -1.43 -1.95 4.34  -0.03
9 O 0.11 -0.04 0.25  0.14
10 O -3.62 0.19 -1.81  -0.32
11 O -2.42 0.52 0.27  -0.35
12 O 1.29 -2.70 -3.90  -0.18
13 N -3.53 -1.77 3.52  0.16
14 N 2.89 3.48 -1.48  0.17
15 N 2.61 1.00 4.56  0.14
16 N -2.18 0.10 3.66  0.18
17 N 1.13 -0.73 5.11  0.17
18 N -0.45 -0.97 -2.20  0.05
19 N 3.94 2.31 0.25  0.17
20 C 1.34 0.46 4.49  -0.62
21 C -2.32 -1.23 3.85  -0.64
22 C 0.32 0.88 -3.63  -0.04
23 C -5.04 0.25 0.36  -0.64
24 C 2.80 2.53 -0.49  -0.60
25 C 1.55 -1.36 -3.55  -0.20
26 C 0.22 -0.65 -3.49  -0.38
27 C 2.35 -3.38 -4.50  -0.12
28 H -4.27 -1.23 3.11  0.06
29 H -2.96 0.60 3.28  0.09
30 H -0.41 -1.00 -4.31  0.15
31 H 1.90 -1.19 5.55  0.09
32 H -1.46 -1.11 -2.31  0.10
33 H 2.73 1.93 4.20  0.09
34 H 2.92 -3.97 -3.76  0.09
35 H 4.79 2.78 -0.01  0.10
36 H 1.98 -4.08 -5.25  0.09
37 H -3.72 -2.76 3.51  0.10
38 H 0.81 1.29 -2.73  0.06
39 H -1.27 0.58 3.70  0.06
40 H 2.16 -0.90 -4.34  0.12
41 H 3.91 1.45 0.78  0.11
42 H 0.22 -1.17 4.91  0.07
43 H -0.08 -0.43 -0.70  0.08
44 H 2.05 3.79 -1.92  0.11
45 H 3.74 4.00 -1.53  0.10
46 H -0.22 -1.95 -1.98  0.11
47 H 3.40 0.47 4.89  0.08
48 H 1.09 1.13 -4.37  0.08
49 H 2.05 -1.30 -2.58  0.14
50 H -0.67 1.29 -3.79  0.09
51 H 0.73 0.73 0.15  0.07
52 H 3.05 -2.72 -5.02  0.08
53 H -0.79 0.29 0.59  0.11

Results
* 2S+1: 1
* maximum force: 1.83 eV/Å
* LUMO energy: -0.096 eV
* highest occupied orbital energy: -9.186 eV